{"formula": "C54H108CsN6O12", "method": "ωB97M-V/def2-TZVPD", "elements": ["Cs", "C", "C", "C", "O", "C", "C", "C", "O", "O", "O", "H", "H", "C", "C", "C", "C", "C", "C", "N", "O", "C", "C", "C", "H", "H", "H", "H", "H", "H", "H", "H", "H", "H", "H", "H", "H", "H", "H", "H", "H", "H", "H", "C", "C", "C", "C", "C", "C", "N", "O", "C", "C", "C", "H", "H", "H", "H", "H", "H", "H", "H", "H", "H", "H", "H", "H", "H", "H", "H", "H", "H", "H", "C", "C", "C", "C", "C", "C", "N", "O", "C", "C", "C", "H", "H", "H", "H", "H", "H", "H", "H", "H", "H", "H", "H", "H", "H", "H", "H", "H", "H", "H", "C", "C", "C", "C", "C", "C", "N", "O", "C", "C", "C", "H", "H", "H", "H", "H", "H", "H", "H", "H", "H", "H", "H", "H", "H", "H", "H", "H", "H", "H", "C", "O", "C", "C", "N", "C", "C", "O", "C", "H", "H", "H", "H", "H", "H", "H", "H", "H", "H", "H", "H", "H", "H", "H", "C", "O", "C", "C", "N", "C", "C", "O", "C", "H", "H", "H", "H", "H", "H", "H", "H", "H", "H", "H", "H", "H", "H", "H"], "coordinates": [[16.86, 19.05, 12.60], [15.87, 15.31, 15.73], [15.90, 15.13, 17.09], [15.77, 16.31, 18.07], [15.61, 16.06, 19.33], [15.64, 17.62, 17.64], [15.71, 17.91, 16.20], [15.72, 16.63, 15.15], [15.66, 16.75, 13.94], [15.56, 19.02, 15.66], [16.11, 13.91, 17.39], [16.14, 14.45, 15.14], [15.59, 18.47, 18.30], [19.51, 17.13, 15.86], [19.95, 18.42, 16.72], [21.37, 18.15, 17.15], [22.16, 19.27, 17.87], [22.12, 20.46, 16.88], [20.63, 20.83, 16.37], [19.95, 19.61, 15.89], [18.77, 19.82, 15.18], [19.83, 21.71, 17.42], [20.87, 21.72, 15.21], [19.06, 18.52, 18.05], [18.46, 17.21, 15.58], [19.70, 16.19, 16.37], [20.00, 17.05, 14.89], [21.48, 17.30, 17.82], [21.89, 17.79, 16.26], [23.15, 18.98, 18.24], [21.65, 19.50, 18.80], [22.78, 20.23, 16.05], [22.57, 21.33, 17.36], [20.42, 22.61, 17.60], [18.92, 22.00, 16.89], [19.58, 21.09, 18.27], [21.56, 21.28, 14.48], [19.98, 21.98, 14.64], [21.27, 22.69, 15.50], [18.13, 19.04, 17.85], [19.50, 19.11, 18.85], [18.94, 17.48, 18.36], [18.10, 20.04, 15.83], [19.80, 22.18, 8.72], [18.45, 21.76, 9.33], [17.27, 22.54, 8.63], [16.89, 21.81, 7.37], [16.57, 20.33, 7.49], [17.71, 19.55, 8.24], [18.19, 20.33, 9.44], [19.14, 19.59, 10.11], [17.03, 18.15, 8.77], [18.78, 19.22, 7.22], [18.45, 22.33, 10.73], [19.67, 22.12, 7.64], [20.62, 21.55, 9.05], [20.02, 23.23, 8.93], [16.42, 22.53, 9.31], [17.52, 23.57, 8.36], [17.68, 22.02, 6.66], [16.06, 22.32, 6.88], [16.60, 19.90, 6.49], [15.56, 20.10, 7.80], [16.30, 18.39, 9.54], [16.53, 17.60, 7.97], [17.74, 17.56, 9.36], [18.29, 18.63, 6.44], [19.11, 20.07, 6.63], [19.61, 18.57, 7.49], [17.54, 22.20, 11.31], [18.69, 23.39, 10.78], [19.30, 22.00, 11.32], [19.88, 19.74, 9.53], [13.12, 14.14, 11.88], [13.20, 14.92, 10.51], [12.09, 14.44, 9.48], [10.64, 14.97, 9.74], [10.73, 16.47, 9.75], [11.80, 17.11, 10.65], [13.12, 16.38, 10.59], [14.15, 16.99, 11.32], [11.92, 18.63, 10.21], [11.19, 17.16, 11.98], [14.50, 14.52, 9.83], [13.82, 14.50, 12.63], [13.23, 13.08, 11.63], [12.08, 14.17, 12.22], [12.32, 14.48, 8.42], [11.86, 13.38, 9.62], [10.39, 14.49, 10.69], [9.87, 14.63, 9.04], [9.75, 16.93, 9.89], [11.14, 16.83, 8.81], [10.92, 19.02, 10.02], [12.44, 19.21, 10.97], [12.46, 18.60, 9.26], [11.04, 16.10, 12.20], [11.85, 17.56, 12.75], [10.25, 17.70, 12.05], [15.30, 14.34, 10.55], [14.78, 15.24, 9.06], [14.52, 13.56, 9.31], [14.15, 16.53, 12.16], [16.03, 23.89, 16.60], [14.75, 23.07, 16.19], [13.52, 24.01, 16.23], [12.30, 23.58, 15.49], [12.69, 23.29, 14.08], [13.80, 22.21, 13.88], [14.97, 22.52, 14.78], [16.01, 21.66, 14.62], [13.22, 20.84, 14.09], [14.25, 22.50, 12.40], [14.46, 21.95, 17.30], [16.13, 24.30, 17.61], [16.20, 24.69, 15.89], [16.91, 23.27, 16.48], [13.20, 24.12, 17.27], [13.85, 25.01, 15.98], [11.59, 24.41, 15.57], [11.94, 22.72, 16.05], [12.79, 24.29, 13.65], [11.81, 22.85, 13.60], [13.09, 20.54, 15.13], [12.22, 20.71, 13.68], [13.91, 20.09, 13.70], [14.85, 23.40, 12.25], [14.91, 21.72, 12.04], [13.49, 22.52, 11.62], [14.48, 22.46, 18.26], [15.20, 21.15, 17.31], [13.55, 21.44, 17.00], [15.72, 20.94, 15.19], [28.42, 14.53, 11.87], [27.55, 15.60, 11.72], [28.09, 16.92, 11.90], [27.28, 18.16, 11.43], [25.96, 18.27, 12.05], [25.08, 19.25, 11.33], [23.81, 19.54, 12.08], [22.93, 18.44, 11.90], [21.85, 18.43, 12.78], [27.87, 13.63, 11.62], [28.84, 14.58, 12.87], [29.24, 14.73, 11.18], [29.05, 17.01, 11.39], [28.43, 16.95, 12.94], [27.04, 17.96, 10.38], [27.84, 19.09, 11.46], [25.60, 17.33, 12.18], [24.99, 18.98, 10.28], [25.64, 20.19, 11.32], [23.24, 20.39, 11.71], [24.10, 19.56, 13.13], [21.19, 17.65, 12.40], [21.25, 19.34, 12.79], [22.04, 18.20, 13.83], [19.69, 16.10, 10.54], [18.73, 16.47, 11.56], [18.69, 15.45, 12.53], [17.65, 14.43, 12.11], [17.56, 13.42, 13.17], [16.57, 12.40, 12.65], [16.27, 11.21, 13.62], [15.96, 10.18, 12.77], [15.41, 9.04, 13.39], [20.67, 15.81, 10.94], [19.89, 16.96, 9.91], [19.35, 15.33, 9.85], [18.36, 15.99, 13.42], [19.65, 15.00, 12.77], [18.00, 13.90, 11.23], [16.67, 14.86, 11.91], [17.06, 13.91, 13.89], [17.10, 11.90, 11.84], [15.68, 12.89, 12.25], [15.51, 11.47, 14.36], [17.12, 10.87, 14.22], [15.18, 8.34, 12.59], [14.47, 9.31, 13.88], [16.07, 8.52, 14.08]], "mulliken_charge": [-0.2880, -0.0113, 0.0091, 0.2454, -0.7827, -1.1605, 0.3275, -0.2458, 0.4983, -0.2305, -0.8117, 0.2733, 0.3455, -1.5087, 1.7565, -1.5175, -0.8397, -1.1028, 1.5304, -0.2837, 1.2177, -1.4606, -1.7498, -1.4475, 0.0718, 0.5610, 0.0145, 0.4867, 0.3659, 0.4894, 0.3489, 0.1707, 0.4529, 0.5074, 0.0291, 0.2536, 0.1339, 0.2917, 0.4889, 0.0848, 0.2519, 0.5659, -0.1786, -1.6670, 1.3974, -0.7641, -0.8769, -1.0472, 1.7727, 0.2951, 0.4435, -1.3137, -1.7742, -2.0161, 0.3574, 0.2183, 0.4752, 0.1164, 0.4375, 0.3177, 0.4658, 0.4363, 0.3632, 0.1005, 0.5323, -0.2988, 0.5212, 0.3274, 0.3093, 0.2415, 0.4363, 0.3889, 0.1227, -1.6461, 1.7612, -1.4741, -0.8017, -1.2461, 1.7372, -0.0565, 0.8200, -1.9278, -1.7762, -1.5899, 0.2271, 0.4841, 0.4633, 0.4035, 0.4574, 0.3611, 0.4194, 0.4201, 0.4245, 0.4074, 0.2784, 0.4525, 0.4206, 0.1399, 0.4498, 0.1127, 0.3651, 0.4369, -0.0547, -1.5305, 1.8126, -1.4803, -0.6824, -1.2944, 1.9521, -0.4324, 0.4727, -1.2877, -1.9441, -1.4846, 0.3901, 0.4183, -0.0704, 0.4057, 0.4402, 0.4215, 0.3260, 0.3886, 0.4941, 0.2183, 0.4065, 0.1544, 0.4392, 0.0475, 0.4521, 0.5756, 0.0644, 0.3280, 0.2957, -0.6740, -0.2847, -0.7542, -0.5381, -0.3445, -0.8917, -0.2681, -0.4541, 0.1924, 0.2139, 0.2883, 0.2912, 0.4540, 0.4186, 0.3021, 0.3357, 0.2514, 0.4650, 0.3959, 0.3637, 0.2088, -0.3921, 0.1478, 0.2431, -1.1792, 0.4798, 0.0416, 0.1128, -0.5055, -0.1478, -0.6805, -0.3062, -0.8102, 0.5110, 0.1002, 0.2607, -0.7362, 0.5381, 0.6906, -0.4760, -0.1274, 0.4397, -0.1179, 0.3763, 0.4429, 0.2495, 0.3353, 0.3001], "homo_lumo_gap_ev": 4.96, "homo_energy_ev": -3.53, "fmax_ev_per_a": 5.2, "charge": -1}



{"formula": "C54H113F9O27", "method": "ωB97M-V/def2-TZVPD", "elements": ["C", "C", "O", "C", "O", "C", "F", "F", "F", "H", "H", "H", "H", "H", "C", "C", "O", "C", "O", "C", "F", "F", "F", "H", "H", "H", "H", "H", "C", "C", "O", "C", "O", "C", "F", "F", "F", "H", "H", "H", "H", "H", "C", "O", "C", "C", "O", "C", "C", "O", "C", "H", "H", "H", "H", "H", "H", "H", "H", "H", "H", "H", "H", "H", "H", "C", "O", "C", "C", "O", "C", "C", "O", "C", "H", "H", "H", "H", "H", "H", "H", "H", "H", "H", "H", "H", "H", "H", "C", "O", "C", "C", "O", "C", "C", "O", "C", "H", "H", "H", "H", "H", "H", "H", "H", "H", "H", "H", "H", "H", "H", "C", "O", "C", "C", "O", "C", "C", "O", "C", "H", "H", "H", "H", "H", "H", "H", "H", "H", "H", "H", "H", "H", "H", "C", "O", "C", "C", "O", "C", "C", "O", "C", "H", "H", "H", "H", "H", "H", "H", "H", "H", "H", "H", "H", "H", "H", "C", "O", "C", "C", "O", "C", "C", "O", "C", "H", "H", "H", "H", "H", "H", "H", "H", "H", "H", "H", "H", "H", "H", "C", "O", "C", "C", "O", "C", "C", "O", "C", "H", "H", "H", "H", "H", "H", "H", "H", "H", "H", "H", "H", "H", "H"], "coordinates": [[-3.47, -4.88, -4.92], [-2.45, -3.86, -4.61], [-3.09, -2.56, -4.77], [-2.27, -1.58, -5.16], [-1.11, -1.58, -5.43], [-3.09, -0.22, -5.16], [-2.97, 0.29, -6.38], [-4.38, -0.34, -4.84], [-2.49, 0.54, -4.25], [-3.82, -4.75, -5.96], [-4.33, -4.73, -4.28], [-3.10, -5.90, -4.77], [-1.58, -3.78, -5.25], [-2.09, -3.88, -3.59], [-1.64, -2.69, 0.73], [-2.31, -2.26, -0.54], [-1.51, -1.45, -1.43], [-1.36, -0.19, -1.02], [-2.02, 0.45, -0.28], [-0.23, 0.51, -1.93], [0.04, -0.21, -3.01], [-0.68, 1.68, -2.38], [0.83, 0.77, -1.20], [-0.85, -3.42, 0.58], [-2.26, -3.20, 1.47], [-1.21, -1.84, 1.26], [-3.20, -1.64, -0.36], [-2.54, -3.10, -1.20], [1.29, 3.94, -3.81], [1.48, 4.44, -5.21], [2.86, 4.06, -5.53], [3.27, 4.49, -6.71], [2.76, 5.16, -7.55], [4.79, 4.09, -6.96], [5.25, 3.23, -6.09], [4.81, 3.52, -8.15], [5.50, 5.20, -6.90], [1.66, 2.91, -3.83], [0.24, 3.93, -3.56], [1.80, 4.51, -3.03], [1.53, 5.52, -5.28], [0.79, 4.07, -5.98], [4.02, 2.36, 0.38], [3.49, 3.46, 1.07], [4.48, 4.21, 1.66], [3.80, 5.45, 2.22], [3.62, 6.38, 1.22], [3.05, 7.58, 1.67], [2.95, 8.59, 0.54], [1.89, 8.23, -0.31], [0.64, 8.66, 0.18], [4.72, 2.74, -0.36], [3.19, 1.91, -0.18], [4.53, 1.70, 1.09], [5.24, 4.58, 0.95], [5.02, 3.73, 2.49], [4.53, 5.82, 2.97], [2.86, 5.23, 2.75], [3.74, 8.02, 2.42], [2.08, 7.40, 2.15], [3.83, 8.58, -0.10], [2.86, 9.59, 1.01], [0.69, 9.76, 0.30], [0.36, 8.19, 1.12], [-0.08, 8.39, -0.60], [2.82, -4.29, 9.06], [1.54, -4.63, 8.54], [1.54, -5.05, 7.22], [0.16, -4.99, 6.59], [0.10, -3.76, 5.94], [-1.20, -3.35, 5.69], [-1.93, -4.33, 4.84], [-1.25, -4.56, 3.66], [-1.71, -5.61, 2.89], [3.50, -5.16, 9.03], [2.57, -4.07, 10.09], [3.23, -3.46, 8.51], [1.86, -6.08, 7.12], [2.16, -4.45, 6.54], [-0.63, -5.13, 7.35], [0.03, -5.80, 5.86], [-1.16, -2.33, 5.27], [-1.76, -3.33, 6.66], [-2.96, -3.98, 4.69], [-1.99, -5.27, 5.39], [-2.65, -5.34, 2.40], [-1.86, -6.53, 3.46], [-0.94, -5.75, 2.13], [-11.34, 1.76, 2.47], [-10.32, 0.84, 2.13], [-9.39, 0.87, 3.24], [-8.14, 0.04, 2.92], [-7.08, 0.90, 2.68], [-5.89, 0.21, 2.59], [-4.80, 1.14, 2.27], [-4.48, 1.88, 3.43], [-3.62, 2.93, 3.16], [-11.76, 1.41, 3.44], [-12.10, 1.67, 1.69], [-10.95, 2.77, 2.64], [-9.87, 0.62, 4.21], [-9.03, 1.90, 3.27], [-8.44, -0.56, 2.07], [-7.95, -0.61, 3.78], [-5.98, -0.48, 1.74], [-5.71, -0.39, 3.52], [-5.04, 1.79, 1.42], [-3.89, 0.63, 1.91], [-4.14, 3.70, 2.58], [-2.82, 2.48, 2.56], [-3.21, 3.32, 4.10], [5.51, 1.13, -2.81], [4.75, 0.26, -1.98], [3.73, -0.37, -2.67], [4.18, -1.23, -3.77], [5.08, -2.21, -3.35], [5.69, -3.10, -4.31], [6.89, -3.73, -3.62], [7.92, -2.82, -3.53], [7.98, -2.02, -2.36], [4.87, 1.90, -3.21], [6.08, 0.68, -3.64], [6.27, 1.58, -2.15], [2.99, 0.32, -3.10], [3.23, -1.01, -1.93], [4.69, -0.54, -4.46], [3.31, -1.58, -4.36], [6.04, -2.51, -5.19], [4.92, -3.84, -4.58], [7.21, -4.47, -4.37], [6.69, -4.18, -2.65], [8.98, -1.60, -2.45], [7.94, -2.61, -1.42], [7.22, -1.25, -2.37], [0.50, 0.67, 2.42], [0.76, -0.71, 2.29], [1.52, -1.19, 3.39], [1.83, -2.68, 2.97], [3.05, -2.68, 2.13], [2.77, -2.52, 0.75], [3.79, -3.19, -0.06], [3.80, -4.58, 0.07], [4.82, -5.04, -0.76], [-0.16, 0.95, 1.61], [1.41, 1.29, 2.40], [0.00, 0.78, 3.41], [0.88, -1.26, 4.28], [2.44, -0.66, 3.72], [0.99, -3.19, 2.51], [2.06, -3.18, 3.91], [2.87, -1.46, 0.49], [1.74, -2.81, 0.48], [4.75, -2.69, 0.09], [3.57, -2.96, -1.13], [5.76, -4.53, -0.52], [4.54, -4.78, -1.80], [4.90, -6.12, -0.71], [-5.46, 6.87, 3.08], [-4.04, 6.68, 2.84], [-3.67, 7.44, 1.71], [-2.17, 7.50, 1.66], [-1.65, 6.20, 1.49], [-2.04, 5.67, 0.22], [-1.26, 4.42, -0.17], [-0.05, 4.80, -0.81], [1.02, 5.10, 0.07], [-5.75, 7.76, 3.65], [-5.79, 5.97, 3.59], [-5.98, 6.89, 2.11], [-4.03, 8.49, 1.84], [-4.16, 7.14, 0.77], [-1.81, 7.76, 2.66], [-1.82, 8.21, 0.89], [-2.02, 6.45, -0.57], [-3.10, 5.34, 0.27], [-1.92, 4.08, -0.97], [-1.09, 3.64, 0.59], [1.98, 5.23, -0.43], [1.17, 4.30, 0.79], [0.74, 5.99, 0.62], [1.48, -5.04, -5.56], [1.05, -5.40, -4.30], [0.96, -4.35, -3.38], [0.53, -4.87, -2.06], [-0.84, -5.26, -2.10], [-1.08, -6.08, -0.92], [-2.54, -6.48, -1.08], [-3.26, -5.36, -0.51], [-4.69, -5.47, -0.58], [0.74, -4.31, -5.93], [1.38, -5.91, -6.22], [2.49, -4.65, -5.65], [0.29, -3.52, -3.72], [1.94, -3.85, -3.22], [0.64, -4.07, -1.30], [1.10, -5.73, -1.68], [-0.75, -5.60, 0.01], [-0.49, -7.00, -1.06], [-2.68, -7.37, -0.46], [-2.78, -6.71, -2.14], [-5.17, -4.53, -0.29], [-5.05, -6.30, 0.07], [-5.00, -5.64, -1.61]], "mulliken_charge": [-1.5782, 1.1619, -0.3287, 0.5418, -0.5781, 0.7306, -0.2694, -0.2601, -0.1301, 0.4117, 0.2989, 0.3566, 0.1220, -0.4791, 0.3894, -0.2054, -0.0088, 0.4077, -0.5433, 0.4706, -0.0880, -0.3047, -0.0456, -0.8553, 0.4057, 0.2341, 0.3010, -0.3170, -0.3724, -0.5743, -0.1729, 0.2194, -0.5082, 0.8776, -0.1811, -0.2614, -0.2628, 0.0042, 0.2984, 0.1732, 0.3650, 0.3800, -0.7756, 0.1671, -0.7785, -0.6525, -0.2539, -0.3276, -0.7118, -0.3000, -0.6376, 0.4592, -0.1192, 0.3658, 0.3636, 0.3620, 0.4566, 0.2937, 0.4520, 0.1623, 0.3689, 0.3592, 0.3551, 0.2077, 0.2100, -0.7328, -0.3319, -0.6152, -0.2916, -0.2390, -0.7025, -0.4744, 0.0054, -1.0045, 0.2895, 0.2565, 0.3086, 0.3844, 0.2250, 0.4140, 0.2209, 0.3058, 0.3362, 0.3125, 0.4203, 0.3711, 0.4728, 0.1319, -0.6743, -0.3309, -0.4038, -0.5989, -0.2268, -0.7268, 0.2211, -0.4934, -0.4493, 0.2878, 0.2489, 0.2897, 0.3455, 0.2860, 0.3085, 0.3280, 0.2796, 0.3090, 0.3003, -0.0114, 0.2372, 0.1360, 0.3398, -1.0562, -0.1604, 1.3250, -1.0743, 0.2939, -0.2962, -0.3193, -0.4432, -0.3619, 0.3925, 0.2867, 0.3635, -0.3030, -0.7357, 0.5071, 0.2737, 0.3696, -0.0380, 0.3849, 0.0515, 0.2749, 0.2478, 0.0162, -0.7281, 0.4049, -0.7661, 0.1326, -0.5959, 1.1483, -0.2741, -0.4247, -0.6378, -0.1647, 0.2469, 0.4251, 0.3118, 0.3823, 0.0251, -0.0281, 0.0544, -0.4927, 0.4257, -0.2621, 0.3041, 0.1094, 0.3989, -0.8484, -0.2793, -0.5922, -0.3934, -0.3639, -0.6778, -0.2259, -0.0433, -0.2480, 0.2952, 0.2559, 0.3770, 0.4606, 0.4138, 0.2739, 0.2423, 0.2676, 0.3787, 0.1835, 0.1059, 0.4036, 0.2276, -0.2239, -0.4697, -0.4991, 1.0194, -0.1096, -0.1630, -0.6198, -0.7255, 0.1702, -0.9633, 0.1612, 0.3092, 0.0807, -0.3914, -0.1157, -0.4769, 0.6008, 0.2773, 0.4867, 0.4396, 0.2516, 0.2532, 0.2726, 0.3109], "homo_lumo_gap_ev": 9.36, "homo_energy_ev": -8.97, "fmax_ev_per_a": 3.1, "smiles": "CCOC(=O)C(F)(F)F.CCOC(=O)C(F)(F)F.CCOC(=O)C(F)(F)F.COCCOCCOC.COCCOCCOC.COCCOCCOC.COCCOCCOC.COCCOCCOC.COCCOCCOC.COCCOCCOC"}